[1]
A structure of composition BaH12O6 in a non-equilibrium geometry. Source: the OMol25 dataset; level of theory: ωB97M-V with the def2-TZVPD basis set.

Geometry as ORCA input:
```
! RIJCOSX wB97M-V def2-TZVPD def2/J DEFGRID3
* xyz 2 1
Ba 0.22 -0.81 0.02
O -2.65 -1.37 -0.08
H -3.40 -0.88 0.29
H -2.99 -1.83 -0.86
O -1.58 1.30 -0.67
H -1.25 2.04 -1.19
H -2.40 1.17 -1.12
O 2.96 -0.28 -0.69
H 3.77 -0.23 -0.13
H 3.44 -0.58 -1.42
O -1.58 -0.08 2.07
H -2.39 0.14 1.67
H -1.86 -0.66 2.76
O 0.92 0.97 -2.28
H 0.68 0.86 -3.22
H 0.85 1.91 -2.05
O 2.18 -0.48 2.03
H 2.47 -1.37 2.28
H 2.63 0.17 2.59
*
```

- E_LUMO (eV) = -6.959
- HOMO-LUMO gap (eV) = 12.03
- M (g mol⁻¹) = 245.418
- energy (eV) = -13161.36326
- ΔE to the lowest compared entry with this formula, charge and spin (eV) = 1.170

The computed Löwdin charges, all in e, follow: number 1, Ba, carries 2.11; number 2, O, carries -0.15; number 3, H, carries 0.08; number 4, H, carries 0.08; number 5, O, carries -0.14; number 6, H, carries 0.06; number 7, H, carries 0.05; number 8, O, carries -0.16; number 9, H, carries 0.10; number 10, H, carries 0.03; number 11, O, carries -0.12; number 12, H, carries 0.01; number 13, H, carries 0.07; number 14, O, carries -0.13; number 15, H, carries 0.09; number 16, H, carries 0.06; number 17, O, carries -0.17; number 18, H, carries 0.07; number 19, H, carries 0.09

[2]
A structure of composition BeF2H10O5 in a non-equilibrium geometry. Source: the OMol25 dataset; level of theory: ωB97M-V with the def2-TZVPD basis set.

Geometry as ORCA input:
```
! RIJCOSX wB97M-V def2-TZVPD def2/J DEFGRID3
* xyz 0 1
Be -0.01 0.14 -0.48
F -0.20 -0.72 -1.68
F 0.85 -0.15 0.78
O 0.63 1.69 -1.25
H 0.24 2.25 -1.91
H 1.08 2.31 -0.69
O -1.50 0.81 0.03
H -2.16 1.13 -0.59
H -1.53 1.44 0.74
O 2.51 -0.90 -1.54
H 2.89 -1.80 -1.59
H 2.21 -0.62 -2.47
O -0.32 0.85 2.96
H 0.08 0.41 2.24
H -0.50 0.16 3.61
O -1.47 -1.99 0.75
H -1.49 -2.24 -0.21
H -1.30 -2.77 1.30
*
```

- E_LUMO (eV) = -0.269
- HOMO-LUMO gap (eV) = 10.09
- M (g mol⁻¹) = 137.083
- energy (eV) = -16241.25461
- ΔE to the lowest compared entry with this formula, charge and spin (eV) = 0.165

The computed Löwdin charges, all in e, follow: number 1, Be, carries 0.07; number 2, F, carries -0.29; number 3, F, carries -0.27; number 4, O, carries 0.08; number 5, H, carries 0.09; number 6, H, carries 0.09; number 7, O, carries 0.08; number 8, H, carries 0.12; number 9, H, carries 0.09; number 10, O, carries -0.12; number 11, H, carries 0.04; number 12, H, carries 0.07; number 13, O, carries -0.05; number 14, H, carries -0.06; number 15, H, carries 0.04; number 16, O, carries -0.08; number 17, H, carries 0.06; number 18, H, carries 0.04

Number 1: HOMO level -0.698 hartree. Number 2: HOMO level -0.381 hartree.